(1)
Molecular formula: C4H9NO3S
Method: DFT, the ωB97M-V functional and the def2-TZVPD basis

Each line ends with the natural charge from an NBO analysis.
Geometry (Å):
1 C -1.171347 1.749705 -0.332458  -0.441
2 N -0.917045 0.630313 0.610909  -0.639
3 C -0.089433 -0.447486 0.018523  -0.158
4 C -0.679432 -1.516728 -0.960577  -0.529
5 S -1.507830 -0.953845 -2.531609  -0.804
6 C 0.453717 -1.358482 1.269728  0.799
7 O -0.441398 -1.918292 1.894204  -0.769
8 O 1.671142 -1.086258 1.528473  -0.854
9 H -0.184869 2.177796 -0.462214  0.162
10 H -1.494212 1.371239 -1.328813  0.230
11 H -1.847624 2.477320 0.146014  0.158
12 H -1.816298 0.179694 0.785865  0.344
13 H 0.733536 0.130629 -0.503309  0.144
14 H -1.334988 -2.262615 -0.468365  0.197
15 H 0.242689 -2.118864 -1.224071  0.173
16 H 2.413993 1.322867 -0.096890  0.470
17 H 2.912678 0.380386 1.048573  0.523
18 O 3.056719 1.242620 0.606019  -1.006

Cartesian forces (eV/Å) of the 3 atoms listed first:
C 0.402 -1.204 -0.001
N -1.148 -0.591 -0.485
C 0.522 -0.965 0.071

Output
2S+1	1
orbital gap	5.554	eV
total charge	-2

---

(2)
Molecular formula: C4H9NO4
Method: DFT, the ωB97M-V functional and the def2-TZVPD basis

Each line ends with the natural charge from an NBO analysis.
Geometry (Å):
1 C 1.116574 0.816101 1.508855  -0.654
2 C 0.682834 -0.481793 0.848630  0.226
3 O 1.314544 -0.717082 -0.423360  -0.763
4 N -0.752682 -0.536253 0.710478  -0.161
5 O -1.151451 -1.870388 0.445149  -0.559
6 C -1.403008 0.441155 -0.145758  -0.413
7 C -0.694862 0.804453 -1.397397  0.794
8 O -0.175448 1.771881 -1.844704  -0.531
9 O -0.967387 -0.421961 -2.189177  -0.798
10 H 0.950428 1.667455 0.850775  0.219
11 H 0.553752 0.970598 2.426744  0.238
12 H 2.176834 0.763690 1.752123  0.220
13 H 0.941972 -1.332568 1.488234  0.189
14 H 2.056996 -0.119803 -0.566898  0.484
15 H -0.807083 -2.110913 -0.433588  0.456
16 H -1.653309 1.335231 0.422366  0.228
17 H -2.079775 -0.275007 -0.899165  0.326
18 H -0.108928 -0.704797 -2.553307  0.499

Cartesian forces (eV/Å) of the 3 atoms listed first:
C 0.005 -0.105 -0.284
C -0.087 -0.175 0.273
O 0.058 0.136 -0.055

Output
2S+1	1
orbital gap	10.070	eV
SMILES	C[C@H](O)N(O)CC(=O)O

---

(3)
Molecular formula: C4H9NO4
Method: DFT, the ωB97M-V functional and the def2-TZVPD basis

Each line ends with the natural charge from an NBO analysis.
Geometry (Å):
1 C 0.153838 -0.821739 1.815889  -0.167
2 C 0.187018 -1.934941 1.024345  -0.630
3 C 0.194675 1.492607 0.170514  0.600
4 N 1.434218 1.248720 -0.310386  -0.830
5 O -0.049752 2.231800 1.098319  -0.598
6 H 2.216306 1.737032 0.098562  0.400
7 H 1.530805 0.599902 -1.078119  0.428
8 H 1.047861 -0.417511 2.269270  0.201
9 H -0.762139 -0.257494 1.912017  0.235
10 H -0.735003 -2.509048 0.960214  0.250
11 H 0.076201 -1.418015 -0.466602  0.500
12 H 1.085544 -2.538979 0.993802  0.223
13 C -0.963887 0.817507 -0.746817  0.743
14 O -1.078397 1.658015 -1.827623  -0.713
15 O 0.031723 -0.765017 -1.503606  -0.970
16 O -1.949415 0.323985 -0.215334  -0.663
17 H -0.397924 -1.260011 -2.209090  0.495
18 H -2.021671 1.813186 -1.985357  0.495

Cartesian forces (eV/Å) of the 3 atoms listed first:
C 0.096 -1.069 -1.283
C -0.048 0.030 2.412
C 0.377 -0.535 -1.376

Output
2S+1	1
orbital gap	9.185	eV

---

Max |F| in Eh/bohr, matching the order above: 0.086, 0.079, 0.080
Energy above the lowest of the compared OMol25 structures with the same formula, charge and spin in eV, matching the order above: 1.696, 4.115, 3.463